{
  "formula": "C43H109N12O24",
  "method": "the ωB97M-V functional and the def2-TZVPD basis",
  "e_homo_ha": [-0.260, -0.305],
  "multiplicity": 2,
  "orbital_gap_ev": [6.78, 8.03],
  "s_squared": 0.755,
  "lumo_energy_ev": [-0.28, -0.28],
  "species": ["C", "C", "C", "C", "C", "C", "N", "O", "C", "C", "C", "H", "H", "H", "H", "H", "H", "H", "H", "H", "H", "H", "H", "H", "H", "H", "H", "H", "H", "C", "C", "O", "O", "H", "H", "H", "H", "H", "H", "C", "C", "O", "O", "H", "H", "H", "H", "H", "H", "C", "C", "O", "O", "H", "H", "H", "H", "H", "H", "C", "C", "O", "O", "H", "H", "H", "H", "H", "H", "C", "C", "O", "O", "H", "H", "H", "H", "H", "H", "C", "C", "O", "O", "H", "H", "H", "H", "H", "H", "O", "C", "N", "C", "H", "H", "H", "H", "H", "O", "C", "N", "C", "H", "H", "H", "H", "H", "O", "C", "N", "C", "H", "H", "H", "H", "H", "O", "C", "N", "C", "H", "H", "H", "H", "H", "O", "C", "N", "C", "H", "H", "H", "H", "H", "O", "C", "N", "C", "H", "H", "H", "H", "H", "O", "C", "N", "C", "H", "H", "H", "H", "H", "O", "C", "N", "C", "H", "H", "H", "H", "H", "O", "C", "N", "C", "H", "H", "H", "H", "H", "O", "C", "N", "C", "H", "H", "H", "H", "H", "O", "C", "N", "C", "H", "H", "H", "H", "H"],
  "positions_angstrom": [[8.8995, 10.0587, -11.5104], [8.8668, 10.4920, -13.0389], [8.2723, 9.3690, -13.8833], [6.7488, 9.1160, -13.6723], [5.9847, 10.3672, -14.1697], [6.4126, 11.6170, -13.3514], [7.9734, 11.6833, -13.2300], [8.6045, 12.9015, -13.1523], [5.7492, 11.7160, -11.9213], [6.0312, 12.9407, -14.0921], [10.2706, 10.6871, -13.7018], [7.9826, 9.6289, -11.1071], [9.1128, 10.9495, -10.9196], [9.6653, 9.3120, -11.3001], [8.7448, 8.4283, -13.6006], [8.4442, 9.4829, -14.9537], [6.5650, 8.8376, -12.6346], [6.4271, 8.1968, -14.1619], [4.9340, 10.0932, -14.0756], [6.0899, 10.5239, -15.2433], [5.8824, 10.7809, -11.3774], [4.6703, 11.7998, -12.0524], [6.0046, 12.4397, -11.1473], [6.4248, 13.0028, -15.1066], [6.3459, 13.8940, -13.6675], [4.9790, 12.9255, -14.3762], [10.1624, 10.9178, -14.7615], [11.0510, 9.9445, -13.5353], [10.7235, 11.6373, -13.4187], [12.0210, 6.8693, -12.3613], [11.8898, 6.1724, -10.9602], [11.2717, 7.0017, -9.9391], [13.0027, 7.9306, -12.3586], [11.0006, 7.0305, -12.7091], [12.4426, 6.1335, -13.0462], [12.9079, 5.9340, -10.6525], [11.3387, 5.2359, -11.0466], [10.7706, 6.4198, -9.3629], [12.6601, 8.5803, -11.7404], [10.3060, 15.5905, -13.7064], [9.0110, 16.3115, -13.2950], [9.4667, 17.5036, -12.6537], [10.7363, 14.8269, -12.5629], [11.1241, 16.2040, -14.0836], [9.9893, 14.8752, -14.4654], [8.3981, 15.7417, -12.5966], [8.3722, 16.5614, -14.1421], [9.7441, 18.1773, -13.2789], [11.3272, 15.3955, -12.0638], [8.7024, 5.7698, -15.2391], [8.8797, 5.9901, -16.7640], [8.2713, 7.1929, -17.2085], [7.3743, 5.5580, -14.8768], [9.2105, 6.5795, -14.7153], [9.2463, 4.8525, -15.0135], [8.4479, 5.1989, -17.3770], [9.9211, 5.9948, -17.0856], [7.3334, 6.9932, -17.1635], [6.9757, 4.8900, -15.4395], [4.7152, 15.4222, -11.6184], [4.4203, 16.0904, -10.2711], [4.2809, 15.1053, -9.2058], [3.6270, 15.1022, -12.4005], [5.3026, 14.5400, -11.3637], [5.3721, 16.0637, -12.2058], [3.5528, 16.7311, -10.4294], [5.2538, 16.7669, -10.0824], [5.1850, 14.8715, -8.9834], [3.2722, 14.3068, -11.9968], [1.7648, 10.8393, -16.1865], [2.4645, 12.0824, -16.7810], [3.7943, 11.6270, -17.0935], [1.3528, 9.9865, -17.2268], [0.8437, 11.0985, -15.6645], [2.4235, 10.3297, -15.4832], [2.4893, 12.7806, -15.9444], [1.8872, 12.6308, -17.5254], [3.7701, 11.2737, -17.9858], [2.1255, 9.8649, -17.7834], [7.3747, 11.5749, -17.6462], [7.1732, 10.0889, -18.0056], [8.3751, 9.6201, -18.7257], [8.1182, 11.6776, -16.4193], [6.3929, 12.0082, -17.4552], [7.8464, 12.1295, -18.4574], [6.3914, 10.0405, -18.7635], [6.7406, 9.5091, -17.1903], [8.5121, 8.7159, -18.4338], [8.9970, 11.3875, -16.6746], [2.3320, 12.7773, -11.7573], [1.2938, 12.1931, -11.6895], [0.6423, 12.2703, -10.6286], [0.9990, 11.1309, -12.7032], [0.7953, 13.0000, -9.9474], [-0.0985, 11.6313, -10.3775], [1.8920, 10.8643, -13.2685], [0.1577, 11.4637, -13.3110], [0.6701, 10.2535, -12.1462], [5.6448, 7.3520, -17.1242], [4.5710, 6.8172, -16.7619], [4.3512, 5.5551, -17.0956], [3.4436, 7.6781, -16.2847], [4.9773, 5.1390, -17.7702], [3.4883, 5.0484, -16.9587], [3.3721, 8.5237, -16.9688], [3.7379, 8.0679, -15.3103], [2.5487, 7.0867, -16.0913], [12.6474, 7.0014, -16.7708], [12.3946, 8.1782, -16.5739], [11.2445, 8.7449, -16.6004], [13.4945, 9.1807, -16.3530], [10.4539, 8.1412, -16.7751], [11.0133, 9.7119, -16.4227], [13.9267, 9.4212, -17.3244], [14.2724, 8.7526, -15.7207], [13.1503, 10.0341, -15.7689], [7.0950, 4.5160, -9.8651], [7.2421, 5.0660, -10.9316], [6.4643, 4.8080, -11.9701], [8.3056, 6.0862, -11.1326], [5.6981, 4.1538, -11.8993], [6.7616, 5.1521, -12.8720], [8.0947, 6.8135, -11.9166], [9.1245, 5.4897, -11.5347], [8.6393, 6.6446, -10.2581], [4.3609, 9.4370, -7.8123], [3.7983, 10.4014, -8.2917], [3.5334, 10.4033, -9.5625], [3.2661, 11.5362, -7.4103], [4.0147, 9.6591, -10.0470], [3.0765, 11.2035, -9.9760], [2.1928, 11.7258, -7.3970], [3.7203, 12.5059, -7.6141], [3.5467, 11.2657, -6.3924], [4.4701, 17.5394, -17.2818], [4.4764, 16.3720, -17.0025], [3.8919, 15.4618, -17.7464], [5.2830, 15.9144, -15.8174], [3.4546, 15.7702, -18.6030], [3.9649, 14.4961, -17.4599], [5.7075, 16.7024, -15.1954], [6.1417, 15.3930, -16.2404], [4.7401, 15.2008, -15.1976], [10.7323, 11.5987, -16.8599], [11.3380, 12.0118, -17.7751], [12.1632, 12.9841, -17.6246], [11.2013, 11.4024, -19.1094], [12.2070, 13.4154, -16.7124], [12.6456, 13.4539, -18.3775], [10.2077, 11.6658, -19.4720], [11.3326, 10.3205, -19.0950], [11.9316, 11.7906, -19.8193], [4.4883, 8.7445, -11.5361], [4.0116, 7.6296, -11.3675], [3.1174, 7.2301, -12.2690], [4.2244, 6.8918, -10.0301], [2.7273, 7.8512, -12.9633], [2.6425, 6.3841, -11.9883], [4.9565, 7.4601, -9.4564], [4.6064, 5.8873, -10.2122], [3.3541, 6.7971, -9.3807], [14.1827, 13.3742, -15.0871], [13.9502, 13.1976, -13.8654], [13.8945, 14.2042, -13.0585], [13.7438, 11.8043, -13.3314], [13.3744, 14.2575, -12.1944], [14.0824, 15.0846, -13.5165], [14.4198, 11.1847, -13.9205], [12.6907, 11.6304, -13.5522], [14.0117, 11.7063, -12.2794], [9.2211, 12.2997, -8.5274], [8.2997, 11.8191, -7.8670], [7.1675, 12.4622, -7.6523], [8.6131, 10.4584, -7.1772], [6.6823, 12.2431, -6.7940], [7.0304, 13.3717, -8.0697], [7.7372, 10.0405, -6.6809], [9.4108, 10.6616, -6.4628], [9.0445, 9.7893, -7.9217], [12.1462, 10.2566, -10.8467], [12.1287, 10.6916, -9.7053], [12.0286, 9.7649, -8.7878], [12.4123, 12.1303, -9.3735], [12.2620, 10.0114, -7.8365], [11.9355, 8.8087, -9.0994], [13.2167, 12.2550, -10.0984], [12.6479, 12.2306, -8.3140], [11.5819, 12.7897, -9.6259]],
  "forces_ev_per_a": [[0.3, 0.8, -0.7], [-0.2, -1.1, -0.2], [-1.6, -1.5, 0.3], [1.0, 0.6, -0.4], [0.1, -0.8, 1.2], [1.0, 2.6, 0.5], [1.7, 2.7, 0.1], [-2.5, -3.7, -0.1], [-0.2, -1.7, -0.2], [0.0, -0.6, -1.3], [-0.2, 2.0, 0.4], [-0.4, 0.2, -0.5], [0.2, 0.0, 0.1], [0.3, 0.1, -0.3], [0.5, 0.0, 0.1], [0.1, 0.4, 0.0], [-0.2, 0.7, 0.2], [0.1, 0.1, -0.7], [-0.4, 0.7, 0.5], [0.6, 0.1, 0.1], [0.0, -0.3, -0.2], [-0.1, 0.1, -0.2], [0.7, 0.6, -0.8], [0.8, -0.5, 0.0], [-0.3, -0.4, 0.7], [-0.5, 0.1, 0.9], [-0.4, -0.6, -0.1], [-0.6, -0.5, 0.2], [-0.2, 0.1, 0.8], [0.9, -0.8, 1.3], [0.6, 0.6, -0.5], [0.3, -0.1, -0.7], [-1.6, -1.1, -0.1], [0.0, 1.1, -0.2], [0.0, -0.2, 0.1], [0.1, 0.0, 0.2], [-0.1, 0.0, -0.2], [0.0, 0.0, 0.0], [0.0, 0.9, 0.3], [-1.8, -1.8, 0.6], [1.6, 1.2, -0.7], [-0.7, 0.6, 1.2], [0.6, 0.2, -0.5], [-0.3, 0.4, 0.0], [0.5, -0.3, -0.1], [0.5, -0.2, 0.1], [0.0, 0.0, -0.3], [-0.1, -0.3, -0.3], [-0.2, 0.2, 0.2], [1.6, -1.1, -2.0], [0.0, 0.4, 0.0], [0.8, -0.2, 0.2], [-1.2, 0.8, 0.8], [-0.7, 0.2, 0.2], [0.5, -0.1, 0.1], [-0.3, -0.7, 0.3], [0.3, 0.1, 0.5], [-0.8, 0.7, -0.1], [0.2, -0.1, -0.2], [1.2, 0.4, 0.7], [0.4, -0.3, -0.7], [-0.4, 1.0, -0.6], [-0.6, 0.0, -0.2], [0.2, -0.3, -0.2], [0.0, 0.2, 0.0], [-0.4, -0.4, 0.7], [0.1, 0.0, 0.4], [0.0, -0.1, 0.0], [-0.6, -0.4, -0.3], [-0.9, 1.1, -0.7], [-0.1, -1.1, 2.4], [-0.5, 1.0, -0.5], [0.0, -0.6, -0.3], [0.0, 0.2, 0.1], [0.3, 0.1, 0.0], [0.8, 0.2, 0.1], [0.2, -0.6, -0.6], [0.3, 0.1, -0.2], [-0.1, -0.2, -0.3], [-0.2, -1.2, 1.3], [0.4, 1.3, -2.1], [-1.1, 0.4, 1.4], [-0.9, 0.2, -1.0], [-0.1, 0.1, 0.0], [0.1, -0.1, -0.2], [-0.4, 0.1, -0.3], [1.0, -0.2, 0.3], [0.2, -0.4, 0.1], [0.7, 0.1, 0.3], [3.1, 2.4, -1.1], [3.1, -2.4, -3.7], [-5.4, 0.0, 5.8], [-1.0, -0.3, 0.3], [0.4, 0.0, -0.3], [0.0, 0.2, -0.3], [-0.2, 0.4, 0.0], [0.1, -0.2, -0.4], [-0.1, -0.2, -0.1], [-1.6, -0.7, 1.0], [1.7, 2.3, -2.1], [-0.5, -2.0, -0.2], [0.5, -0.6, 1.3], [0.2, 0.1, 0.3], [0.0, 0.5, 0.1], [-0.3, -0.4, 0.1], [0.1, 0.3, 0.0], [-0.3, 0.4, -0.5], [-0.5, -0.8, -0.1], [3.7, 0.1, 0.3], [-4.4, 0.1, -0.2], [0.7, -0.2, 0.8], [-0.2, 0.1, 0.0], [0.5, 0.1, -0.1], [0.0, 0.4, 0.1], [0.1, -0.3, -0.3], [-0.1, 0.4, -0.6], [-0.2, -0.6, 1.1], [0.1, 0.6, 1.6], [-0.8, 0.0, -1.9], [0.8, 0.3, -1.0], [0.4, 0.0, 0.1], [-0.4, 0.0, -0.3], [-0.3, 0.0, 0.0], [0.5, 0.2, 0.1], [-0.3, -0.5, 0.1], [0.9, -0.5, 1.1], [-0.9, 0.3, 2.2], [-0.8, 0.9, -1.6], [0.6, 0.1, 0.6], [-0.1, 0.3, -1.0], [0.4, -0.2, -0.4], [-0.1, -0.4, -0.4], [0.2, 0.0, -0.3], [-0.1, 0.0, 0.0], [-0.4, 1.9, -0.8], [1.6, 1.4, 1.9], [-0.9, -2.0, -0.8], [0.3, -1.0, 0.1], [0.0, -0.3, 0.2], [-0.2, 0.1, -0.5], [-0.5, 0.2, -0.3], [0.1, -0.3, 0.1], [0.0, 0.0, 0.1], [-2.9, -2.1, 4.5], [1.0, -0.7, -3.5], [2.4, 3.4, 0.1], [0.2, 0.0, -1.5], [0.3, -0.1, 0.1], [-0.1, -0.3, 0.2], [-0.1, -0.4, -0.1], [-0.3, 0.1, 0.3], [0.0, 0.1, 0.0], [0.9, -0.1, 0.1], [-0.2, 2.2, 1.5], [-0.9, -2.4, 0.1], [0.5, -0.3, -0.8], [0.3, -0.1, 0.3], [-0.4, 0.1, -0.7], [0.0, -0.1, -0.2], [0.1, -0.1, 0.1], [-0.3, 0.2, -0.4], [-0.2, -0.2, 1.5], [0.5, -2.5, -3.5], [0.0, 3.2, 1.9], [0.4, 0.8, -0.4], [0.2, -0.5, -0.2], [-0.2, 0.1, 0.1], [-0.4, -0.2, 0.0], [0.2, -0.7, 0.4], [-0.5, 0.0, 0.0], [-0.8, -0.1, -0.2], [3.8, -1.0, -0.3], [-1.9, 0.3, 0.8], [-0.8, 1.1, -0.2], [-0.3, 0.0, -0.4], [0.3, -0.1, 0.2], [0.1, -0.2, 0.0], [-0.1, 0.0, 0.1], [-0.3, 0.0, 0.0], [-0.2, 0.8, -1.8], [0.2, -0.3, -1.4], [-0.1, -0.3, 3.1], [-0.3, -0.8, -0.3], [-0.3, -0.5, 0.0], [0.0, -0.1, 0.1], [0.4, 0.9, 0.5], [0.4, 0.3, -0.2], [-0.1, -0.2, 0.0]]
}